[1]
{"formula": "C6H38NO12S", "method": "the ωB97M-V functional and the def2-TZVPD basis", "symbols": ["C", "C", "S", "C", "N", "C", "C", "C", "H", "H", "H", "H", "H", "H", "H", "H", "H", "H", "H", "H", "H", "H", "H", "H", "O", "H", "H", "O", "H", "H", "O", "H", "H", "O", "H", "H", "O", "H", "H", "O", "H", "H", "O", "H", "H", "O", "H", "H", "O", "H", "H", "O", "H", "H", "O", "H", "H", "O"], "coordinates": [[-0.33704, -0.91586, -1.38403], [0.61124, -1.03871, -2.56780], [0.32805, 0.15352, -3.88676], [0.25297, -0.27231, -0.11628], [-0.84065, 0.48559, 0.57256], [-1.18114, 1.28727, 2.94148], [-0.19884, 1.11175, 1.74356], [0.41903, 2.44343, 1.38385], [-0.81476, -1.86948, -1.12058], [-1.16361, -0.28727, -1.70332], [1.65703, -0.99442, -2.27838], [0.47223, -2.07611, -2.95695], [1.15482, 0.30632, -0.34245], [0.59427, -1.09295, 0.59899], [-1.17894, 1.14206, -0.10792], [-1.87202, 2.16039, 2.74327], [-1.72390, 0.37545, 3.22199], [-0.70557, 1.65102, 3.86203], [0.44338, 0.36501, 2.23096], [0.84589, 2.97664, 2.23166], [1.29689, 2.41837, 0.68048], [-0.18955, 3.14087, 0.81262], [-0.58444, -2.34419, 2.06603], [-1.69443, -1.60106, 1.30817], [-1.54520, -2.32045, 1.90375], [3.14003, 1.11763, 0.94038], [3.87677, 0.87289, -0.32443], [3.86851, 0.52282, 0.60177], [-4.29060, 0.95458, 0.68668], [-4.77883, -0.30144, 1.28823], [-4.68569, 0.11149, 0.42142], [-1.27353, 1.27862, -2.73293], [-2.64421, 1.26623, -2.39566], [-1.94586, 1.96764, -2.39605], [-2.99625, -1.16543, -2.64550], [-2.49199, -0.29378, -3.64717], [-3.23330, -0.28876, -2.97970], [0.25881, -3.36186, 3.73302], [1.49018, -3.62657, 2.80831], [0.87741, -2.92568, 3.14297], [4.40740, 0.72966, -1.98175], [3.29667, 1.79032, -2.13198], [4.21900, 1.63504, -1.79121], [2.08950, -4.90163, 0.75021], [2.58441, -3.54502, 1.35389], [2.43719, -4.48296, 1.52206], [0.84191, 3.41409, -1.91663], [-0.67101, 3.84643, -2.05438], [0.17330, 4.06786, -1.67938], [2.95479, -1.61312, 0.06828], [3.15191, -0.95670, 1.37552], [2.82717, -1.80632, 1.00836], [-3.95286, -2.50551, 2.62841], [-4.15749, -1.52990, 1.49871], [-4.64629, -1.93236, 2.21454], [1.94468, 2.84988, -3.39757], [1.45233, 1.35901, -3.13669], [1.83020, 2.24797, -2.66864]], "lowdin_charge": [-0.270, -0.649, 0.513, -0.221, -0.013, -0.077, -0.448, -0.070, 0.107, 0.034, 0.037, 0.055, 0.093, 0.102, 0.083, 0.083, 0.063, 0.063, 0.129, 0.073, 0.071, 0.071, -0.004, -0.013, -0.069, 0.065, -0.005, -0.099, 0.048, -0.013, -0.054, -0.060, -0.006, -0.160, 0.053, 0.041, -0.088, 0.045, 0.020, -0.078, 0.030, 0.001, -0.067, 0.039, -0.013, -0.054, -0.036, -0.006, -0.083, 0.050, 0.037, -0.082, 0.060, -0.014, -0.073, 0.054, -0.102, -0.196], "spin_multiplicity": 1, "lumo_energy_ev": 2.5, "energy_ha": -1607.27726, "homo_ev": -4.92, "molar_mass_g_mol": 348.43, "charge": -1, "de_lowest_ev": 0.4140}

---

[2]
{"formula": "C9H14N3O", "method": "the ωB97M-V functional and the def2-TZVPD basis", "symbols": ["C", "C", "C", "C", "C", "C", "C", "C", "C", "N", "N", "N", "O", "H", "H", "H", "H", "H", "H", "H", "H", "H", "H", "H", "H", "H", "H"], "coordinates": [[-1.04704, -1.21591, 0.84683], [-3.12372, -1.15203, 1.54043], [2.03736, -1.23917, -2.13368], [2.40238, -2.04157, -0.88202], [1.05252, -0.19948, -1.48371], [1.41423, 1.11064, -0.51063], [1.34586, -0.23957, -0.08006], [-4.55898, -1.57951, 1.81867], [0.36440, 2.25162, -0.34441], [-2.02804, -1.94418, 1.42235], [-2.86301, 0.07795, 1.15788], [2.24766, -1.18461, 0.24898], [-1.58163, -0.01761, 0.72960], [2.91636, -0.73237, -2.63622], [1.51283, -1.86857, -2.73854], [1.81147, -3.04483, -0.75848], [3.37422, -2.19179, -0.85210], [0.16296, 0.02385, -1.93770], [2.39485, 1.55283, -0.53433], [-5.12707, -0.74721, 1.99745], [-4.82336, -2.28152, 0.95335], [-4.60642, -2.17721, 2.68819], [-0.20469, 2.52295, -1.22923], [0.92063, 3.09529, 0.06334], [-0.42638, 1.94226, 0.24135], [-1.98830, -2.81178, 1.85907], [3.03575, -0.98304, 0.81216]], "lowdin_charge": [-0.042, -0.340, -0.044, -0.149, -0.033, -0.064, -0.170, 0.028, 0.000, 0.134, 0.142, 0.115, -0.093, 0.152, 0.081, 0.177, 0.074, 0.123, 0.141, 0.054, 0.128, 0.066, 0.097, 0.095, 0.031, 0.137, 0.158], "spin_multiplicity": 1, "lumo_energy_ev": [-4.2, -4.2], "energy_ha": -590.39730, "homo_ev": [-13.07, -13.07], "molar_mass_g_mol": 180.23, "charge": 1, "de_lowest_ev": 4.2241}

---

[3]
{"formula": "C6H8O2", "method": "the ωB97M-V functional and the def2-TZVPD basis", "symbols": ["C", "O", "C", "C", "O", "C", "C", "C", "H", "H", "H", "H", "H", "H", "H", "H"], "coordinates": [[-1.13380, -1.34554, -0.66024], [-1.68499, 0.10833, -0.69677], [-0.44776, 0.56525, -0.31875], [0.40101, 1.81172, -0.01551], [1.64897, 0.93393, -0.20624], [1.24565, -0.43368, 0.57833], [0.12624, -1.49694, 0.29529], [-0.12641, -0.27356, 1.09176], [-0.83893, -1.39080, -1.66794], [-1.95864, -1.77601, -0.41619], [0.17734, 0.02797, -1.16565], [0.26595, 2.13692, 1.07353], [0.58321, 2.65881, -0.80075], [1.86006, -0.50200, 1.51157], [0.40931, -2.38094, 0.77884], [-0.59966, -0.07558, 2.08541]], "lowdin_charge": [-0.022, -0.065, -0.360, -0.063, -0.186, -0.104, -0.099, -0.153, 0.110, 0.066, 0.160, 0.131, 0.150, 0.156, 0.111, 0.167], "spin_multiplicity": 1, "lumo_energy_ev": 1.0, "energy_ha": -383.60338, "homo_ev": -9.30, "smiles": "C1O[C@H]2CO[C@@H]3[C@H]1[C@@H]32", "molar_mass_g_mol": 112.13, "charge": 0, "de_lowest_ev": 8.3466}

---

[4]
{"formula": "C3H9N2O", "method": "the ωB97M-V functional and the def2-TZVPD basis", "symbols": ["C", "C", "C", "N", "N", "O", "H", "H", "H", "H", "H", "H", "H", "H", "H"], "coordinates": [[1.77627, -0.73046, 0.10516], [-0.19378, 1.46404, 0.37407], [-0.42308, -0.43742, -1.23696], [-0.80645, -0.69310, 1.16164], [-0.19229, -0.01256, 0.18960], [2.59811, 0.00680, -0.24556], [1.45233, -1.68809, 0.48294], [-1.24702, 1.96850, 0.33561], [0.19256, 1.75390, 1.27535], [0.49976, 1.97911, -0.33003], [-0.15972, 0.41208, -1.97520], [0.21511, -1.43322, -1.40326], [-1.41813, -0.70005, -1.65723], [-1.32588, -1.49799, 0.84236], [-0.96779, -0.39154, 2.08151]], "lowdin_charge": [0.058, -0.023, -0.035, 0.087, -0.360, 0.230, 0.141, 0.148, 0.054, 0.110, 0.134, 0.123, 0.102, 0.120, 0.111], "spin_multiplicity": 1, "lumo_energy_ev": [-4.5, -4.5], "energy_ha": -304.06410, "homo_ev": [-13.46, -13.46], "molar_mass_g_mol": 89.12, "charge": 1, "de_lowest_ev": 5.0684}

---

[5]
{"formula": "C6H7BrN4O4", "method": "the ωB97M-V functional and the def2-TZVPD basis", "symbols": ["C", "C", "C", "C", "C", "C", "N", "N", "N", "N", "O", "O", "O", "O", "Br", "H", "H", "H", "H", "H", "H", "H"], "coordinates": [[-1.28081, -0.93218, 0.33122], [0.21467, -0.68731, -1.63081], [-0.97369, -1.00326, -1.03947], [-0.57073, -0.25300, 1.24143], [1.32452, -0.04613, -0.90635], [0.99989, 1.04770, 0.01771], [0.23198, 2.08337, -0.20914], [1.95823, 1.23832, 0.97088], [-1.97151, -1.73279, -1.91689], [-0.63580, 0.30208, 2.45811], [-3.12405, -1.83788, -1.57108], [-0.36803, -0.30183, 3.47364], [-1.51598, -2.36785, -2.83249], [-0.61465, 1.53275, 2.35309], [2.22741, -1.71727, 0.12734], [-2.25164, -1.36419, 0.49024], [0.48087, -1.01549, -2.54638], [2.12883, 0.06048, -1.56057], [-0.41394, 2.08187, -0.87433], [0.03037, 2.51049, 0.69314], [1.61537, 1.94853, 1.78695], [2.50869, 0.45360, 1.14376]], "lowdin_charge": [-0.032, -0.072, -0.136, -0.010, -0.386, -0.458, 0.224, 0.138, -0.348, -0.445, 0.090, 0.076, 0.090, -0.030, 0.646, 0.110, 0.083, 0.075, 0.077, 0.118, 0.199, -0.008], "spin_multiplicity": 1, "lumo_energy_ev": [-1.6, -1.6], "energy_ha": -3326.49399, "homo_ev": [-8.66, -8.66], "molar_mass_g_mol": 279.05, "charge": 0, "de_lowest_ev": 2.4171}

---

[6]
{"formula": "C12H17NO", "method": "the ωB97M-V functional and the def2-TZVPD basis", "symbols": ["C", "O", "C", "C", "C", "C", "C", "C", "N", "C", "C", "C", "C", "C", "H", "H", "H", "H", "H", "H", "H", "H", "H", "H", "H", "H", "H", "H", "H", "H", "H"], "coordinates": [[0.82884, 2.73003, 1.41651], [0.15969, 2.62368, 0.17165], [0.60328, 1.53304, -0.52319], [1.84226, 1.41094, -1.25493], [2.29108, 0.11161, -1.55753], [1.61882, -1.05242, -1.17269], [0.34829, -1.06588, -0.47538], [-0.11763, 0.28981, -0.25080], [-1.41671, 0.35462, 0.23599], [-2.27682, 1.44369, -0.01795], [-2.12298, -0.82309, 0.79998], [-1.13695, -1.87811, 1.27224], [-0.34156, -2.19734, 0.07241], [0.54564, -3.45349, 0.28997], [0.50072, 1.87453, 2.02732], [0.31328, 3.58256, 1.99352], [1.96369, 2.65668, 1.36950], [2.32728, 2.36103, -1.43730], [3.18493, -0.09478, -2.16880], [2.03515, -1.98682, -1.51548], [-3.15529, 1.30099, -0.71579], [-2.80112, 1.78506, 0.85480], [-1.67566, 2.25077, -0.61820], [-2.92703, -0.44552, 1.58282], [-2.68805, -1.18146, -0.10991], [-0.54368, -1.48682, 2.14263], [-1.61817, -2.77705, 1.73191], [-0.98889, -2.44473, -0.77275], [0.10107, -4.09660, 0.98978], [0.68931, -4.10801, -0.65082], [1.42833, -2.95431, 0.67986]], "lowdin_charge": [-0.080, -0.175, -0.237, -0.009, -0.115, -0.040, -0.122, -0.077, -0.153, -0.100, -0.153, -0.161, -0.396, -0.039, 0.080, 0.117, 0.113, 0.107, 0.100, 0.097, 0.093, 0.072, 0.127, 0.152, 0.132, 0.145, 0.130, 0.152, 0.044, 0.114, 0.081], "spin_multiplicity": 1, "lumo_energy_ev": 0.9, "energy_ha": -597.34632, "homo_ev": -7.08, "smiles": "COc1cccc2c1N(C)CC[C@@H]2C", "molar_mass_g_mol": 191.27, "charge": 0, "de_lowest_ev": 3.7660}

---

| no. | F_max (eV/A) |
| --- | --- |
| 1 | 2.45 |
| 2 | 5.02 |
| 3 | 6.29 |
| 4 | 4.18 |
| 5 | 5.15 |
| 6 | 6.90 |